#A
DFT (ωB97M-V/def2-TZVPD) results for a single C2H3N3S2 molecule.

Results
HOMO level	-9.4	eV
orbital gap	9.4	eV
SMILES	N#C/C(=N\S)NS
charge	0

Each line ends with the Mulliken charge.
CARTESIAN COORDINATES (ANGSTROEM)
N -1.18 -1.92 -1.08  -0.388
C -0.62 -0.93 -0.72  0.228
C -0.10 0.12 0.00  0.417
N -0.74 1.12 0.11  -0.424
S -2.45 0.97 -0.35  -0.128
N 1.17 -0.03 0.66  -0.298
S 2.33 -0.70 -0.39  -0.166
H -2.62 1.96 0.52  0.186
H 1.45 1.14 0.73  0.397
H 2.75 -1.73 0.52  0.177

=====

#B
DFT (ωB97M-V/def2-TZVPD) results for 2 unconnected molecules or ions with the total composition C2H3N3S2.

Results
HOMO level (alpha / beta)	-9.3 / -8.9	eV
orbital gap (alpha / beta)	8.4 / 7.7	eV
charge	0

Each line ends with the Mulliken charge.
CARTESIAN COORDINATES (ANGSTROEM)
C -1.04 0.46 -2.32  -0.140
C -0.16 -0.10 -0.16  0.303
N -0.71 1.46 -1.57  -0.482
N -0.09 1.14 -0.44  -0.167
N 1.28 -0.41 1.62  -0.371
S -0.94 -1.03 -1.42  -0.099
S 0.64 -0.67 3.09  0.018
H -1.61 0.54 -3.16  0.447
H 1.46 0.56 1.22  0.314
H 1.18 -1.95 3.14  0.177

=====

#C
DFT (ωB97M-V/def2-TZVPD) results for a single C2H3N3S2 molecule.

Results
HOMO level	-8.9	eV
orbital gap	8.9	eV
SMILES	N#C/C(=N/S)NS
charge	0

Each line ends with the Mulliken charge.
CARTESIAN COORDINATES (ANGSTROEM)
N -1.32 2.87 0.11  -0.389
C -0.75 1.87 0.24  0.191
C -0.19 0.54 0.17  0.586
N 0.66 0.32 1.15  -0.392
S 1.51 -1.09 1.29  -0.131
N -0.71 -0.21 -0.87  -0.351
S 0.26 -1.32 -1.72  -0.156
H 2.11 -0.85 2.50  0.157
H -1.23 0.30 -1.57  0.326
H -0.35 -2.43 -1.31  0.160

=====

Energies relative to the most stable structure are #A 31.4; #B 76.4; #C 0.0, reported in kcal/mol.